Record 1
The following is a quantum chemistry calculation of a cluster of 2 separate species, C4H9NO3 in total, from the Open Molecules 2025 dataset.

Structure (XYZ):
```
17
Properties=species:S:1:pos:R:3
C -1.2141 1.5324 -0.2217
C -1.3480 0.3893 0.7459
O -0.2110 0.3420 1.7607
O -2.4251 0.0464 1.1811
H 0.0252 -0.5420 2.0822
H -0.2059 1.9296 -0.2920
H -1.5895 1.1848 -1.1840
H -1.8348 2.3669 0.0980
C 1.8974 -0.0411 -1.1274
C 1.0604 -0.7811 -0.1553
O -0.4988 -2.2555 0.4453
N -0.1459 -1.2019 -0.4283
H -1.4733 -2.2393 0.5137
H 1.5883 -1.1317 0.7317
H 1.4708 0.9125 -1.4265
H 2.0215 -0.6594 -2.0179
H 2.8830 0.1481 -0.7055
```

Calculated values
**Net charge**: 0
**LUMO**: 0.36 eV
**E_HOMO**: -9.746 eV
**ΔE to the lowest compared entry with this formula, charge and spin**: 91.9 kcal per mole
**SMILES string**: C/C=N/O.CC(=O)O
**Gap between HOMO and LUMO**: 10.110 eV
**Maximum force**: 5.4 eV/A

Atom-resolved charges from Mulliken, all expressed in e:
1. C -1.07
2. C 0.86
3. O -0.54
4. O -0.53
5. H 0.37
6. H 0.29
7. H 0.29
8. H 0.34
9. C -0.91
10. C 0.19
11. O -0.36
12. N -0.46
13. H 0.34
14. H 0.36
15. H 0.22
16. H 0.29
17. H 0.31


Record 2
The following is a quantum chemistry calculation of the molecule C5H8S2, from the Open Molecules 2025 dataset.

Structure (XYZ):
```
15
Properties=species:S:1:pos:R:3
C 1.8389 0.1533 -0.8507
C 0.5212 -0.0145 -0.2953
C 0.4779 -0.5321 1.1469
C -1.9910 0.9415 -0.1579
C -2.0691 -0.2876 -0.3543
H 2.4828 -0.7481 -0.3973
H 1.6775 0.0282 -2.0245
H 2.4084 1.3385 -0.6319
H 0.9828 0.3097 1.8663
H 0.9386 -1.5781 1.1109
H -0.6043 -0.7784 1.5076
H -2.6756 1.6117 0.4598
H -2.8909 -0.8893 -0.0628
S -0.3326 1.6581 -0.4624
S -0.7648 -1.2129 -0.8544
```

Calculated values
**Net charge**: 0
**LUMO**: 0.74 eV
**E_HOMO**: -8.089 eV
**ΔE to the lowest compared entry with this formula, charge and spin**: 71.0 kcal per mole
**SMILES string**: CC1(C)SC=CS1
**Gap between HOMO and LUMO**: 8.833 eV
**Maximum force**: 7.9 eV/A

Atom-resolved charges from Mulliken, all expressed in e:
1. C -0.98
2. C 0.59
3. C -1.22
4. C -0.05
5. C -0.45
6. H 0.26
7. H 0.29
8. H 0.27
9. H 0.23
10. H 0.38
11. H 0.39
12. H 0.29
13. H 0.35
14. S -0.17
15. S -0.18


Record 3
The following is a quantum chemistry calculation of a cluster of 2 separate species, C3H9N2O2 in total, from the Open Molecules 2025 dataset.

Structure (XYZ):
```
16
Properties=species:S:1:pos:R:3
C 1.8206 -0.5584 -1.0946
C -1.5409 1.5083 1.8612
C -1.4606 0.3782 0.9226
N 1.2143 0.2381 -1.9772
N 1.2726 -1.6774 -0.6222
O -0.4861 0.1153 0.2773
O 0.1013 -2.1804 -0.9081
H -1.4606 2.4216 1.3322
H -2.4930 1.4912 2.4357
H -0.5994 1.3971 2.5854
H 2.6666 -0.1707 -0.4085
H 1.6783 0.9942 -2.3222
H 0.4644 -0.1230 -2.5753
H -2.4141 -0.1234 0.5794
H 1.8029 -1.9307 0.2702
H -0.5663 -1.7801 -0.3559
```

Calculated values
**Net charge**: +1
**LUMO**: -3.64 eV
**E_HOMO**: -14.114 eV
**ΔE to the lowest compared entry with this formula, charge and spin**: 87.0 kcal per mole
**Gap between HOMO and LUMO**: 10.470 eV
**Maximum force**: 5.5 eV/A

Atom-resolved charges from Mulliken, all expressed in e:
1. C 0.14
2. C -0.90
3. C 0.21
4. N -0.23
5. N -0.04
6. O -0.49
7. O -0.36
8. H 0.31
9. H 0.30
10. H 0.26
11. H 0.31
12. H 0.23
13. H 0.27
14. H 0.32
15. H 0.30
16. H 0.41


Record 4
The following is a quantum chemistry calculation of a cluster of 7 separate species, C44H46BrF6NP in total, from the Open Molecules 2025 dataset.

Structure (XYZ):
```
99
Properties=species:S:1:pos:R:3
C 3.5431 -2.1229 1.5185
C 3.4839 -1.5291 0.4455
C 2.9479 -0.9570 -0.9087
C 2.5186 0.5709 -0.8482
C 1.6201 0.9741 0.4019
P -0.2045 1.1846 0.0413
N -0.5704 1.8190 -1.5293
C -1.2144 -0.3710 0.4473
Br -3.0811 -0.2025 -0.2077
C -0.4903 -1.7159 -0.0130
C -0.5482 -1.9864 -1.5782
H 3.5302 -2.6650 2.5046
H 2.1559 -1.6292 -1.3785
H 3.8289 -1.0101 -1.6348
H 3.4474 1.2053 -0.9730
H 1.8978 0.7619 -1.7903
H 1.9931 1.9979 0.7507
H 1.7097 0.2918 1.2994
H -0.6833 2.1733 0.9725
H -0.1206 2.7501 -1.5866
H -0.1995 1.2302 -2.2860
H -1.2925 -0.4136 1.5861
H -1.0247 -2.5612 0.5363
H 0.5825 -1.6621 0.3756
H -0.0765 -3.0147 -1.7303
H 0.1243 -1.2462 -2.1354
H -1.5849 -1.9844 -2.0174
F -0.1505 1.9076 -4.7324
C -1.3010 2.2291 -5.3627
C -2.2720 2.9423 -4.6813
C -3.4536 3.2770 -5.3318
C -3.6536 2.8852 -6.6513
C -2.6719 2.1646 -7.3227
C -1.4855 1.8390 -6.6765
H -2.1020 3.2319 -3.6509
H -4.2180 3.8419 -4.8109
H -4.5775 3.1429 -7.1568
H -2.8305 1.8564 -8.3496
H -0.7062 1.2858 -7.1867
F 5.7922 1.1310 -1.3799
C 6.6270 1.9598 -0.7199
C 7.4828 2.7748 -1.4391
C 8.3389 3.6321 -0.7583
C 8.3357 3.6557 0.6329
C 7.4741 2.8279 1.3437
C 6.6099 1.9780 0.6635
H 7.4767 2.7365 -2.5218
H 9.0084 4.2807 -1.3111
H 9.0072 4.3218 1.1630
H 7.4755 2.8440 2.4275
H 5.9252 1.3317 1.2007
F 0.1924 -5.0699 -3.2250
C 1.1658 -5.6220 -2.4802
C 1.0455 -6.9390 -2.0709
C 2.0544 -7.5103 -1.3047
C 3.1672 -6.7557 -0.9472
C 3.2757 -5.4329 -1.3592
C 2.2727 -4.8629 -2.1348
H 0.1682 -7.5092 -2.3517
H 1.9733 -8.5429 -0.9857
H 3.9515 -7.2021 -0.3456
H 4.1416 -4.8445 -1.0766
H 2.3459 -3.8354 -2.4718
F -9.0034 3.4449 -0.3086
C -8.2093 2.5157 0.2455
C -8.6677 1.7891 1.3315
C -7.8469 0.8238 1.9018
C -6.5731 0.6035 1.3867
C -6.1224 1.3429 0.2993
C -6.9465 2.3010 -0.2789
H -9.6591 1.9803 1.7240
H -8.1988 0.2442 2.7472
H -5.9313 -0.1474 1.8356
H -5.1277 1.1734 -0.0989
H -6.6147 2.8804 -1.1323
F -6.8820 8.3548 4.0509
C -6.5713 7.1738 3.4958
C -7.3923 6.6484 2.5124
C -7.0675 5.4273 1.9340
C -5.9318 4.7410 2.3532
C -5.1180 5.2771 3.3455
C -5.4358 6.5034 3.9169
H -8.2767 7.1933 2.2051
H -7.6986 5.0104 1.1581
H -5.6819 3.7854 1.9039
H -4.2356 4.7396 3.6745
H -4.8089 6.9404 4.6848
F 2.9788 -7.5524 3.5562
C 3.8119 -6.7205 4.2018
C 4.6621 -5.9090 3.4707
C 5.5220 -5.0433 4.1382
C 5.5280 -5.0081 5.5291
C 4.6721 -5.8322 6.2524
C 3.8047 -6.6898 5.5856
H 4.6491 -5.9564 2.3881
H 6.1869 -4.3979 3.5751
H 6.2017 -4.3363 6.0495
H 4.6805 -5.8070 7.3361
H 3.1254 -7.3321 6.1327
```

Calculated values
**Net charge**: +1
**LUMO**: -2.86 eV
**E_HOMO**: -10.678 eV
**Gap between HOMO and LUMO**: 7.814 eV
**Maximum force**: 2.1 eV/A

Atom-resolved charges from Mulliken, all expressed in e:
1. C 0.41
2. C -1.12
3. C 0.33
4. C -0.24
5. C -0.83
6. P 0.24
7. N -0.37
8. C -0.39
9. Br 0.06
10. C -0.25
11. C -0.54
12. H 0.43
13. H -0.54
14. H 0.52
15. H 0.22
16. H 0.16
17. H 0.42
18. H 0.46
19. H 0.19
20. H 0.36
21. H 0.20
22. H 0.58
23. H 0.41
24. H -0.03
25. H -0.06
26. H 0.13
27. H 0.44
28. F -0.31
29. C 0.50
30. C -0.26
31. C -0.47
32. C -0.50
33. C -0.38
34. C -0.45
35. H 0.33
36. H 0.38
37. H 0.37
38. H 0.37
39. H 0.41
40. F -0.26
41. C 0.37
42. C -0.46
43. C -0.42
44. C -0.51
45. C -0.44
46. C -0.26
47. H 0.41
48. H 0.37
49. H 0.37
50. H 0.36
51. H 0.47
52. F -0.33
53. C 0.04
54. C -0.49
55. C -0.48
56. C -0.51
57. C -0.33
58. C -0.12
59. H 0.43
60. H 0.38
61. H 0.41
62. H 0.41
63. H 0.57
64. F -0.37
65. C 0.20
66. C -0.31
67. C -0.47
68. C -0.15
69. C -0.03
70. C -0.55
71. H 0.44
72. H 0.39
73. H 0.36
74. H -0.09
75. H 0.41
76. F -0.31
77. C 0.21
78. C -0.57
79. C -0.15
80. C -0.05
81. C -0.46
82. C -0.40
83. H 0.43
84. H 0.31
85. H 0.24
86. H 0.36
87. H 0.41
88. F -0.30
89. C 0.31
90. C -0.38
91. C -0.46
92. C -0.46
93. C -0.38
94. C -0.42
95. H 0.52
96. H 0.41
97. H 0.38
98. H 0.37
99. H 0.41


Record 5
The following is a quantum chemistry calculation of a cluster of 5 separate species, C5H20N2O4 in total, from the Open Molecules 2025 dataset.

Structure (XYZ):
```
31
Properties=species:S:1:pos:R:3
C -1.4947 -2.4768 1.1058
C 0.0163 -2.3895 1.1353
C 0.5942 -1.2438 0.2871
C 0.2581 0.1561 0.7349
C 1.1734 1.0340 1.1477
N 0.9056 2.3659 1.5040
N -1.0238 0.6707 0.3006
H -1.9720 -3.2890 1.6677
H -1.9120 -2.6605 0.1114
H -1.9231 -1.6093 1.6115
H 0.5207 -3.3054 0.8092
H 0.3160 -2.2805 2.1808
H 1.6693 -1.3646 0.3118
H 0.2095 -1.3030 -0.7372
H 2.1470 0.7013 1.4711
H 1.7512 2.8904 1.5695
H 0.1728 2.7973 0.9595
H -1.3422 1.1732 1.1119
H -1.7070 -0.0640 0.1820
H -2.9497 2.9835 -0.2260
H -1.5298 2.9772 -0.4927
O -2.1749 3.5258 -0.0223
H 0.8118 3.0107 -2.4533
H -0.4993 2.0973 -2.1220
O 0.3172 2.2034 -2.6043
H -0.8529 -2.5492 -3.0170
H -0.5018 -3.1575 -1.6841
O -1.1781 -3.1859 -2.3699
H 2.5997 0.6170 -0.7947
H 4.1524 0.6594 -1.1102
O 3.4459 1.0160 -0.5682
```

Calculated values
**Net charge**: 0
**LUMO**: 0.44 eV
**E_HOMO**: -7.657 eV
**ΔE to the lowest compared entry with this formula, charge and spin**: 22.7 kcal per mole
**SMILES string**: CCC/C(N)=C/N.O.O.O.O
**Gap between HOMO and LUMO**: 8.098 eV
**Maximum force**: 1.5 eV/A

Atom-resolved charges from Mulliken, all expressed in e:
1. C -1.20
2. C -0.44
3. C -0.53
4. C 0.29
5. C -0.61
6. N -0.55
7. N -0.51
8. H 0.36
9. H 0.27
10. H 0.31
11. H 0.35
12. H 0.32
13. H 0.28
14. H 0.17
15. H 0.59
16. H 0.29
17. H 0.10
18. H 0.35
19. H 0.21
20. H 0.33
21. H 0.21
22. O -0.64
23. H 0.31
24. H 0.32
25. O -0.64
26. H 0.32
27. H 0.34
28. O -0.65
29. H 0.35
30. H 0.30
31. O -0.61


Question: Number 4 is which compound?
Answer: C44H46BrF6NP


Question: Look up the net charge of the fourth one.
Answer: +1


Question: Among the records above, which one has the lowest gap between HOMO and LUMO?
Answer: C44H46BrF6NP